[1]
C5H3N3O | the ωB97M-V functional and the def2-TZVPD basis

For the HOMO energy, the calculation gives -9.8 eV. Its total charge is 0. The spin multiplicity is 1. The value obtained for the electronic energy is -431.6971 Ha. The energy above the lowest of the compared OMol25 structures with the same formula, charge and spin comes out at 2.9538 eV. As for the SMILES: N#CC=C=N.N#CC=O.

The geometry in XYZ format:
```
12
Properties=species:S:1:pos:R:3:nbo_charge:R:1
H -0.57 4.05 -1.88 0.183
H 2.20 -1.09 1.59 0.426
C -0.52 3.31 -0.99 0.339
C 0.87 3.01 -0.61 0.205
C 0.12 -1.01 -1.06 -0.591
C -0.15 0.28 -1.39 0.370
O -1.34 3.14 -0.08 -0.521
N 1.31 -1.08 1.18 -0.565
C 0.85 -1.07 0.05 0.556
N -0.24 1.38 -1.77 -0.380
H -0.40 -1.85 -1.63 0.299
N 1.98 2.88 -0.32 -0.320
```

---

[2]
C27H45ClN15O15PS | the ωB97M-V functional and the def2-TZVPD basis

For the HOMO energy, the calculation gives -8.9 eV. Its total charge is 0. The spin multiplicity is 1. The value obtained for the electronic energy is -4205.9007 Ha. As for the SMILES: CCSCc1cc(OC(=O)c2ccccc2)c(P(=O)(O)O)c2c1C(=O)N(CC(=O)Cl)C2=O.NC(N)=O.NC(N)=O.NC(N)=O.NC(N)=O.NC(N)=O.NC(N)=O.NC(N)=O.

The geometry in XYZ format:
```
105
Properties=species:S:1:pos:R:3:lowdin_charge:R:1
H -3.29 1.22 5.90 0.090
H -1.83 -5.12 -0.47 0.069
C -0.27 -0.49 -0.04 -0.123
H 4.32 4.11 6.69 0.115
O -0.93 2.02 5.53 0.020
O -2.98 0.31 5.82 -0.113
H 6.57 -0.70 -1.44 0.101
H -1.44 -8.54 0.33 0.107
C -0.28 5.44 -4.12 -0.673
H 0.25 -0.46 0.94 0.124
H 0.58 -2.14 -2.65 0.058
N 3.75 0.84 -1.41 0.148
H -2.73 5.00 -10.58 0.102
N -2.24 5.73 -10.10 0.146
O -2.14 -7.43 3.35 0.017
O -2.06 4.42 -8.26 0.019
H -2.02 5.83 -5.25 0.095
C 1.26 4.86 7.83 -0.066
N -1.79 -6.09 -0.18 0.164
C -2.02 -6.30 3.82 -0.681
O 5.50 1.00 0.03 0.018
H -1.49 -9.06 -2.46 0.060
O -0.92 2.61 -1.01 0.127
C -2.29 0.30 0.95 -0.308
H 3.14 5.81 8.01 0.112
C 2.61 4.95 7.59 -0.072
H -1.65 -8.77 -4.16 0.096
H -4.00 -11.37 -4.63 0.099
O -0.06 -6.42 -1.61 0.002
H -0.12 -8.76 -0.77 0.105
C -0.77 2.07 1.43 -0.037
O -1.29 -2.35 -1.19 0.058
O 0.78 0.58 5.90 0.176
H -2.08 6.60 -10.58 0.090
H 3.87 5.21 0.50 0.070
H 1.64 4.30 2.20 0.082
N -1.35 0.47 -0.14 0.013
N -1.16 6.19 -4.86 0.141
H 0.50 -0.36 -0.81 0.133
H 5.25 -0.85 -2.55 0.091
C 0.57 3.78 7.31 -0.027
C 1.20 2.82 6.54 -0.163
H -1.06 -6.87 5.52 0.104
H 3.33 0.43 -2.23 0.082
H -1.30 -5.16 5.42 0.088
H -1.49 3.74 -4.32 0.103
C 2.56 2.94 6.30 -0.017
H -2.41 -4.26 3.54 0.068
H -0.03 3.56 -3.41 0.091
O 0.75 5.91 -3.67 0.017
C -2.80 -10.33 -3.36 -0.688
O -2.22 -1.58 4.27 -0.108
H -1.01 7.40 -8.64 0.092
H -0.89 6.36 -7.26 0.066
C 2.23 4.82 -0.89 -0.497
N -1.41 -6.07 5.02 0.152
H -2.44 -6.43 0.50 0.079
H -0.49 3.67 7.50 0.125
N -1.19 6.51 -8.20 0.149
N -3.34 -10.62 -4.58 0.142
H 2.81 -4.55 -3.94 0.104
C -0.08 2.89 3.51 0.072
H 1.33 5.38 -1.15 0.063
C -1.61 1.13 2.07 -0.033
H -0.92 7.16 -5.01 0.101
N 5.65 -0.43 -1.73 0.152
H 0.71 5.59 8.40 0.112
O 2.96 -2.20 -4.75 0.009
H -3.11 -10.12 -5.42 0.089
C 3.25 3.99 6.83 -0.069
C 5.00 0.50 -0.97 -0.688
N -2.49 -5.20 3.18 0.154
H 1.49 -4.30 -2.85 0.087
P -2.82 -0.09 4.27 0.485
H 0.35 4.90 1.19 0.112
C 0.89 3.98 1.46 -0.380
N 1.24 -1.82 -3.33 0.158
H 1.23 -0.85 -3.60 0.097
C 2.17 -2.63 -3.93 -0.688
C 0.38 1.71 5.99 -0.365
H 2.74 4.59 -1.82 0.078
H 3.06 2.19 5.69 0.133
Cl -0.60 -3.06 1.18 0.689
O -3.09 -10.95 -2.35 0.019
H 2.43 6.23 0.77 0.059
O -3.28 -0.36 0.92 0.192
C -1.70 1.09 3.44 -0.071
S 1.81 3.31 0.03 0.909
C -0.97 1.86 -0.08 -0.350
N -0.82 -8.16 -0.36 0.156
H 0.54 3.59 4.07 0.141
N -0.64 4.14 -3.94 0.170
H 3.52 6.58 -0.57 0.074
N -1.90 -9.30 -3.35 0.159
C 0.01 2.96 2.14 -0.183
C -0.90 1.98 4.14 -0.218
C -0.84 -6.86 -0.77 -0.684
H -1.89 -1.77 5.16 0.090
O -4.13 0.02 3.65 -0.235
N 2.14 -3.93 -3.53 0.165
H 3.24 1.52 -0.88 -0.003
C 3.06 5.77 0.01 -0.162
H -2.94 -5.34 2.30 0.080
C -1.84 5.48 -8.82 -0.688
C -0.79 -1.92 -0.19 -0.729
```

---

[3]
C5H13N2 | the ωB97M-V functional and the def2-TZVPD basis

For the HOMO energy, the calculation gives -12.9 eV. Its total charge is +1. The spin multiplicity is 1. The value obtained for the electronic energy is -307.4213 Ha. The energy above the lowest of the compared OMol25 structures with the same formula, charge and spin comes out at 5.4502 eV.

The geometry in XYZ format:
```
20
Properties=species:S:1:pos:R:3:nbo_charge:R:1
C 1.47 0.87 0.29 0.554
N -1.06 0.70 0.55 -0.784
H 0.66 2.80 0.02 0.306
H -1.97 0.23 -1.33 0.205
H 2.57 2.67 -0.24 0.320
H -3.84 0.53 0.19 0.380
H -1.13 0.30 1.47 0.376
C 2.00 -1.18 -0.92 -0.581
C -1.91 -0.21 -0.35 -0.042
C 1.62 -0.54 0.40 -0.598
H 2.35 -2.18 -0.70 0.243
H 0.75 -0.98 0.81 0.293
C 1.57 2.15 -0.11 -0.515
H -3.32 -0.68 1.19 0.362
H -1.33 1.67 0.50 0.383
H 2.48 -0.76 0.99 0.290
N -3.26 -0.25 0.16 -0.823
H -1.52 -1.12 -0.32 0.184
H 2.62 -0.58 -1.50 0.227
H 1.17 -1.25 -1.59 0.222
```

---

[4]
C3H3Br2NO2 | the ωB97M-V functional and the def2-TZVPD basis

For the HOMO energy, the calculation gives -9.1 eV. Its total charge is 0. The spin multiplicity is 1. The value obtained for the electronic energy is -5469.3341 Ha. The energy above the lowest of the compared OMol25 structures with the same formula, charge and spin comes out at 0.5219 eV. As for the SMILES: O=C(O)Br.N=C=CBr.

The geometry in XYZ format:
```
11
Properties=species:S:1:pos:R:3:nbo_charge:R:1
H 1.09 -0.07 1.05 0.263
O -0.27 2.27 0.35 -0.522
C -1.07 1.45 0.58 0.780
H 2.51 -1.16 -2.44 0.392
C 1.36 -0.78 -0.91 0.412
Br -1.59 1.09 2.48 -0.128
Br -0.47 -2.08 0.77 0.053
H -2.31 0.03 0.17 0.526
O -1.75 0.71 -0.24 -0.661
N 1.70 -0.71 -2.06 -0.583
C 0.80 -0.74 0.26 -0.531
```

---

[5]
C4H6S3 | the ωB97M-V functional and the def2-TZVPD basis

For the HOMO energy, the calculation gives -8.0 eV. Its total charge is 0. The spin multiplicity is 1. The value obtained for the electronic energy is -1350.4457 Ha. The energy above the lowest of the compared OMol25 structures with the same formula, charge and spin comes out at 2.7584 eV.

The geometry in XYZ format:
```
13
Properties=species:S:1:pos:R:3:nbo_charge:R:1
H 0.38 -1.85 -1.65 0.242
S 1.91 -1.41 0.01 -0.054
H 0.63 1.14 0.72 0.250
H 2.30 -0.13 -0.05 0.124
H -1.60 -1.77 -0.12 0.200
H 0.07 3.29 1.10 0.130
C -0.44 1.23 0.68 -0.213
H -2.30 0.28 0.92 0.231
C -0.96 -1.01 -0.05 -0.031
S -1.06 2.84 0.59 0.177
C 0.35 -1.00 -0.90 -0.575
S 0.53 0.54 -1.74 -0.149
C -1.31 0.10 0.58 -0.333
```

---

no.,Kohn-Sham gap (eV)
1,9.74
2,7.92
3,7.23
4,9.26
5,6.37